[1]
Computed, not measured: a structure of composition C50H39CoN16O2S3, with wB97M-V/def2-TZVPD.

The geometry in XYZ format:
```
111
Properties=species:S:1:pos:R:3:forces:R:3
Co -2.21658 0.98692 0.38127 0.095 1.070 0.293
O -4.43705 4.47026 0.46664 0.285 0.193 -0.170
C -3.67081 3.57344 0.16143 -0.543 -0.102 0.116
N -3.95216 2.25991 -0.02812 0.834 -0.292 0.006
C -5.21541 1.84541 -0.30889 0.057 -0.046 -0.217
O -6.12190 2.52598 -0.74778 -0.254 -0.132 0.036
C -5.39465 0.36176 -0.07047 -0.528 -0.105 0.299
C -5.95437 -0.06622 1.13213 0.024 0.024 -0.110
C -6.09405 -1.42533 1.35462 -0.057 0.060 -0.127
C -5.68455 -2.30727 0.36739 -0.077 0.095 0.047
C -5.16913 -1.77825 -0.80546 -0.223 -0.290 0.024
N -5.03215 -0.48155 -1.02891 0.041 0.437 -0.345
C -2.20300 3.87352 -0.03010 0.111 0.476 -0.120
C -1.78291 5.17596 -0.29051 -0.122 -0.180 0.150
C -0.43767 5.41640 -0.49125 -0.022 -0.183 -0.080
C 0.44079 4.34104 -0.48514 -0.135 0.014 0.048
C -0.06642 3.07407 -0.25714 0.343 0.061 0.002
N -1.34915 2.85584 -0.00694 -0.480 0.107 0.048
H -6.25947 0.65837 1.87268 0.023 0.076 0.068
H -6.50393 -1.79276 2.28734 0.014 0.011 0.018
H -5.74090 -3.37559 0.51304 0.019 -0.058 -0.032
H -4.84490 -2.43182 -1.60542 0.054 -0.086 -0.019
H -2.52726 5.95680 -0.32512 -0.048 0.015 0.095
H -0.07985 6.41931 -0.67609 0.028 0.069 -0.007
H 1.49941 4.47557 -0.64787 0.065 -0.023 -0.035
H 0.57344 2.20198 -0.27782 -0.049 0.012 -0.016
N -3.40226 -0.66294 3.10772 -0.121 -0.082 0.245
C -2.98606 0.63705 3.21787 0.379 0.775 -0.279
N -2.95109 1.32500 4.34931 -0.285 -0.914 -0.091
N -2.46954 2.51611 4.00072 0.166 0.633 0.217
N -2.22673 2.56675 2.74842 0.136 0.663 -0.514
N -2.54177 1.38847 2.18843 -0.541 -0.471 1.847
C -3.03953 -1.39179 2.00882 0.283 -0.160 -0.939
N -2.92457 -2.71215 1.97207 -0.211 0.330 0.715
N -2.53952 -2.97695 0.72444 0.176 -0.699 -0.307
N -2.42641 -1.90290 0.04571 0.260 0.204 -0.384
N -2.74492 -0.85575 0.81217 -0.541 -0.500 1.245
H -3.52692 -1.16629 3.97186 0.050 0.019 -0.081
N -1.82798 0.51140 -1.20793 -0.573 -0.006 -1.065
S -0.72949 -0.52634 -1.59531 -0.162 -0.563 -1.862
N 1.27374 -1.97358 -1.22645 0.374 -0.290 0.363
S 2.36854 -1.25764 -0.57894 0.286 -0.350 0.122
N 2.22775 0.09321 0.29916 0.249 0.124 -0.017
S 1.05059 0.25434 1.38511 -0.738 -0.262 0.101
N -0.34981 0.22237 0.97167 1.308 -0.053 0.808
C 1.44699 -0.92287 2.72404 -0.135 0.365 -0.289
C 0.51811 -1.87723 3.08967 -0.192 0.147 -0.248
C 0.79064 -2.71125 4.16183 0.030 -0.004 0.059
C 1.99191 -2.58772 4.84053 -0.097 -0.103 0.072
C 2.92490 -1.63879 4.45517 0.032 0.046 0.008
C 2.64633 -0.79304 3.39771 0.150 -0.023 0.052
C 1.57946 1.79016 2.20813 0.165 -0.326 -0.291
C 2.61310 2.58132 1.74429 0.138 -0.086 -0.136
C 2.87512 3.78698 2.37300 0.067 0.061 -0.025
C 2.09824 4.19821 3.44393 0.038 0.048 0.048
C 1.06559 3.39831 3.90461 0.010 -0.011 -0.009
C 0.81593 2.18641 3.29096 -0.133 -0.254 -0.118
C 3.59482 -0.67095 -1.79727 -0.255 0.240 0.424
C 4.22947 -1.60308 -2.60262 -0.161 -0.135 0.256
C 4.98242 -1.17174 -3.67903 0.010 -0.061 0.006
C 5.08443 0.18261 -3.95817 0.031 0.070 -0.040
C 4.43567 1.10802 -3.15711 0.135 0.024 -0.068
C 3.68559 0.68045 -2.07537 0.028 0.026 0.172
C 3.37816 -2.28686 0.54265 -0.149 0.335 -0.339
C 2.79520 -3.39038 1.13648 -0.134 0.012 -0.265
C 3.51096 -4.10654 2.08041 0.076 -0.003 -0.002
C 4.80035 -3.71875 2.41145 0.029 -0.096 0.023
C 5.37915 -2.61633 1.80028 0.092 0.005 -0.012
C 4.65956 -1.88862 0.86690 0.113 -0.016 -0.016
C -1.59004 -1.69354 -2.68166 0.206 -0.209 0.111
C -2.79140 -1.33317 -3.25985 0.048 0.110 0.041
C -3.40477 -2.23125 -4.11909 0.012 0.060 -0.005
C -2.81222 -3.45732 -4.38423 -0.052 -0.158 -0.033
C -1.61779 -3.80958 -3.77246 -0.094 0.023 -0.087
C -0.99612 -2.91843 -2.91445 0.092 -0.090 0.072
C 0.04953 0.29340 -3.04163 0.336 0.340 0.425
C 1.03295 -0.37449 -3.75173 0.104 -0.188 0.005
C 1.64039 0.23926 -4.83368 -0.184 0.004 -0.099
C 1.24181 1.50827 -5.22447 0.005 0.079 -0.001
C 0.24615 2.16705 -4.52016 0.032 0.041 -0.118
C -0.34509 1.56510 -3.42050 -0.196 0.071 0.301
H -0.40664 -1.95555 2.53645 -0.163 0.007 -0.061
H 0.05819 -3.44178 4.47522 -0.039 -0.055 -0.043
H 2.19970 -3.23096 5.68216 0.036 -0.093 0.101
H 3.86259 -1.55754 4.98563 0.078 0.041 0.025
H 3.34984 -0.03429 3.09328 0.150 0.099 -0.023
H 3.19876 2.24845 0.89975 0.068 -0.030 -0.045
H 3.68868 4.40732 2.02505 0.058 0.062 -0.049
H 2.30370 5.14288 3.92478 0.004 0.111 0.038
H 0.43892 3.71232 4.72305 -0.086 0.045 0.115
H 0.02316 1.54382 3.63517 -0.231 -0.042 0.112
H 4.10948 -2.65545 -2.38382 0.028 -0.107 -0.028
H 5.48266 -1.89388 -4.30561 0.058 -0.086 -0.083
H 5.65872 0.50977 -4.81339 0.061 0.053 -0.035
H 4.51167 2.16227 -3.37862 -0.037 0.098 -0.032
H 3.14901 1.37085 -1.44230 0.010 0.118 -0.003
H 1.79095 -3.66795 0.85130 -0.138 -0.028 -0.038
H 3.06031 -4.96496 2.55650 -0.039 -0.049 0.054
H 5.35588 -4.28245 3.14915 0.038 -0.005 0.028
H 6.38932 -2.32446 2.05384 0.039 0.031 0.018
H 5.07712 -1.01798 0.38185 0.126 0.102 0.047
H -3.23932 -0.38392 -3.00458 -0.158 0.035 -0.015
H -4.35188 -1.97473 -4.57550 -0.011 0.032 -0.007
H -3.29345 -4.15061 -5.06162 -0.038 -0.030 -0.011
H -1.17694 -4.78128 -3.95562 0.019 0.010 -0.012
H -0.06991 -3.14144 -2.40673 0.004 -0.175 -0.034
H 1.32941 -1.35839 -3.43022 0.061 -0.146 -0.014
H 2.42190 -0.27435 -5.37750 0.003 -0.058 0.031
H 1.70727 1.98690 -6.07554 0.018 0.013 -0.048
H -0.08276 3.14851 -4.83780 0.007 0.020 0.071
H -1.11129 2.07315 -2.85129 -0.071 0.063 -0.025
```
Positions in Å, forces in eV/Å.

Properties
Expectation value of S² = 3.802
Spin multiplicity = 4
Total charge = -1

=====

[2]
Computed, not measured: a structure of composition C11H15BrClNNbO3S, with wB97M-V/def2-TZVPD.

The geometry in XYZ format:
```
34
Properties=species:S:1:pos:R:3:forces:R:3
C 4.50983 -0.50615 0.27484 -2.001 0.550 0.280
C 4.20951 0.71939 -0.80092 1.910 -1.196 -1.163
S 3.07849 2.05981 -0.14328 0.703 0.590 -1.076
C 1.50238 2.21960 -1.14494 0.432 -0.361 -0.800
Nb -0.11005 0.68124 -0.54062 -0.230 -0.651 -1.109
Cl 1.27750 -1.02842 -1.81112 -0.716 0.931 0.467
Br 1.33040 0.23835 1.66730 -1.388 -0.058 -0.801
C -1.30959 2.22964 0.62229 -0.337 1.637 0.961
C -0.60035 2.75860 2.01133 1.233 6.009 -0.476
O -0.15325 4.04331 2.08382 -2.504 -7.589 -0.496
O -1.23049 0.99507 -2.31484 1.238 -0.049 2.072
N -2.31758 1.75569 -2.09671 -2.561 -1.364 0.417
O -3.28255 1.09595 -1.74508 1.877 1.574 -0.857
C -1.43387 -1.06623 0.10900 -2.477 -4.118 1.560
C -2.07990 -1.98400 -1.13087 -1.364 -1.850 2.974
C -3.02901 -3.30131 -0.87719 1.681 2.140 3.367
C -3.36984 -3.76836 0.68155 2.680 3.828 -1.056
C -2.74533 -2.84699 1.89540 0.402 0.438 -2.742
C -1.77493 -1.50771 1.65043 -1.874 -2.795 -3.712
H 3.53119 -1.18927 0.24945 2.352 1.232 0.079
H 5.47751 -1.12147 0.03485 -1.867 1.335 0.413
H 4.51027 -0.02603 1.36332 0.355 -1.130 -2.306
H 3.87427 0.25893 -1.84154 0.406 1.072 2.309
H 5.27168 1.21903 -1.01221 -2.351 -0.772 0.442
H 1.75268 2.05175 -2.28735 -0.566 0.282 2.199
H 1.05123 3.29601 -1.03042 1.138 -1.850 0.054
H -2.41996 1.87783 0.81397 2.255 0.462 -0.169
H -1.39262 3.18960 -0.08237 0.258 -1.875 1.583
H -0.47920 2.13238 3.00156 -0.406 0.830 -2.208
H -1.85252 -1.70139 -2.26146 -0.461 -0.566 2.805
H -3.44440 -3.95299 -1.76720 0.980 1.572 1.954
H -4.03318 -4.73610 0.86411 1.630 2.401 -0.245
H -2.99374 -3.18519 3.00895 0.619 0.842 -2.645
H -1.32458 -0.90058 2.55599 -1.045 -1.501 -2.076
```
Positions in Å, forces in eV/Å.

Properties
Total charge = -1

=====

[3]
Computed, not measured: a cluster of 2 separate species, C11H15N in total, with wB97M-V/def2-TZVPD.

The geometry in XYZ format:
```
27
Properties=species:S:1:pos:R:3:forces:R:3
C -1.54781 -0.16716 -2.35361 -2.255 0.452 3.169
C -1.24052 0.37790 -3.71855 1.127 -2.124 0.972
H -1.51555 -1.29891 -2.08354 0.350 1.896 -1.106
H -1.03248 0.42397 -1.50333 -0.758 -1.306 -1.685
H -2.61583 0.12404 -2.23960 0.287 -0.531 0.691
H -1.32920 1.42892 -3.77882 -0.405 1.030 -0.077
H -1.84797 -0.17437 -4.41918 0.221 0.187 -0.641
H -0.20764 0.11581 -3.71266 1.135 0.045 -1.668
C 2.79828 -1.15890 -0.26517 1.131 -1.315 3.038
C 0.76380 0.08475 0.47915 -3.559 -3.416 4.405
C 1.53068 -1.06808 0.58282 2.524 -0.306 -2.476
C -0.34476 -0.19790 1.43985 0.715 1.972 -1.817
C 1.00838 -2.01559 1.53027 -0.001 1.508 -0.241
C -0.37108 2.11017 -0.04785 -0.642 2.153 -0.533
C -1.41010 1.85621 0.83458 -1.843 3.264 0.075
C 0.62650 1.19748 -0.25202 2.151 2.349 -3.083
C -1.40305 0.68721 1.54772 1.214 -2.059 0.578
N -0.12749 -1.43880 2.02317 2.463 -1.503 -0.828
H -0.30776 3.06194 -0.64714 -0.392 -1.192 0.768
H -2.30865 2.67017 1.03487 2.556 -2.332 -0.729
H 1.31371 1.44083 -1.10770 -0.422 -0.408 1.103
H -2.16344 0.40779 2.19898 -1.513 -0.093 1.036
H 2.71002 -0.74306 -1.24898 -0.131 0.565 -0.256
H 3.15350 -2.23245 -0.38404 -0.294 1.381 0.305
H 1.55756 -2.95017 1.83719 -1.296 1.092 -0.101
H -0.54661 -1.87150 2.80134 -1.181 -0.106 0.959
H 3.57080 -0.56805 0.42729 -1.180 -1.202 -1.857
```
Positions in Å, forces in eV/Å.

Properties
Expectation value of S² = 0.770
Spin multiplicity = 2
Total charge = +1

=====

Total energy values (in Eh) by entry order: -5532.44671, -4197.59047, -482.55773.